A cluster of 20 separate species, C60H110O60 in total in a non-equilibrium geometry, computed with ωB97M-V/def2-TZVPD.

Structure (ORCA input):
```
! RIJCOSX wB97M-V def2-TZVPD def2/J DEFGRID3
* xyz 0 1
C -3.70437 -6.82170 0.07230
C -2.92654 -7.39953 -1.01063
O -1.87207 -6.50643 -1.18871
C -2.17874 -5.32285 -0.55415
O -1.50161 -4.28135 -0.69916
O -3.30236 -5.48986 0.09405
H -3.60278 -7.40025 0.99048
H -4.77978 -6.83637 -0.10485
H -3.47925 -7.38264 -1.94995
H -2.48072 -8.38466 -0.87333
C -1.16171 -4.89635 -5.55154
C 0.10069 -5.18882 -4.82049
O 0.97560 -4.16330 -5.24605
C 0.22679 -3.10759 -5.60239
O 0.63079 -1.93159 -5.56409
O -1.03720 -3.50830 -5.78424
H -2.09065 -4.90944 -4.98145
H -1.30750 -5.56159 -6.40261
H 0.39709 -6.20877 -5.06529
H -0.06078 -5.24196 -3.74382
C 1.66509 3.05321 -3.47906
C 2.29220 3.85630 -4.64091
O 3.64631 3.98306 -4.32967
C 3.92799 2.94403 -3.47697
O 5.10676 2.50112 -3.41845
O 2.78601 2.38551 -2.99588
H 0.96843 2.38344 -3.98321
H 1.13136 3.67377 -2.75924
H 2.00915 4.88681 -4.85545
H 2.13479 3.30118 -5.56566
C -2.98734 5.84191 -3.28789
C -3.33938 4.36569 -3.44072
O -2.11950 3.86206 -4.07739
C -1.49987 4.90492 -4.65967
O -0.51171 4.84322 -5.38363
O -1.90519 6.15142 -4.15508
H -2.66181 6.05194 -2.26906
H -3.83597 6.52406 -3.33891
H -4.29633 4.17207 -3.92532
H -3.40769 3.64126 -2.62916
C 8.47852 -2.84983 -0.66803
C 8.26127 -3.75739 -1.87152
O 6.93993 -4.01581 -1.88140
C 6.42067 -3.60976 -0.70850
O 5.41376 -3.99074 -0.23325
O 7.33624 -3.01111 0.04859
H 8.64076 -1.82166 -0.99155
H 9.24013 -3.18848 0.03437
H 8.82262 -4.68206 -1.73744
H 8.52589 -3.39606 -2.86526
C -0.81298 6.20741 1.84094
O -2.25010 6.35031 2.07604
C -3.18750 5.45705 1.55945
O -2.89903 4.49498 0.89793
O -4.31681 5.91183 1.81023
C -5.44477 5.16220 2.05968
H -0.64426 6.00486 0.78330
H -0.45442 5.29521 2.31783
H -0.34859 7.09587 2.26881
H -5.67442 4.65551 1.12233
H -6.28597 5.83240 2.23664
H -5.28473 4.41998 2.84172
C 2.37752 3.84362 0.91935
O 2.89605 4.45220 -0.18499
C 2.33757 5.47269 -0.83296
O 1.28955 5.99604 -0.49681
O 3.07014 5.73284 -1.87951
C 2.56362 6.71145 -2.72000
H 3.17820 3.26314 1.37768
H 1.61055 3.13104 0.61591
H 1.88895 4.51186 1.62847
H 2.14615 7.60953 -2.26472
H 1.83272 6.33483 -3.43557
H 3.40160 7.01404 -3.34795
C 3.06181 -1.77693 -3.25764
O 4.51047 -1.59838 -3.45343
C 5.09277 -1.39299 -4.64070
O 4.56761 -1.45156 -5.74669
O 6.40937 -1.13527 -4.40322
C 7.30997 -0.89818 -5.48880
H 2.82452 -2.68451 -3.81270
H 2.55432 -0.88146 -3.61638
H 2.82566 -1.80147 -2.19382
H 7.67121 0.12022 -5.34577
H 6.93877 -1.02333 -6.50597
H 8.13033 -1.54195 -5.17148
C 2.22286 -4.55328 -1.72591
O 2.59698 -5.84422 -1.25233
C 2.34793 -6.93774 -1.92379
O 1.93292 -7.03392 -3.02998
O 3.04521 -8.02070 -1.29749
C 3.16023 -9.27280 -1.87703
H 2.44970 -3.81538 -0.95641
H 1.20297 -4.42035 -2.08682
H 2.84451 -4.17227 -2.53615
H 4.16348 -9.67786 -1.74464
H 2.97461 -9.38789 -2.94492
H 2.39138 -9.96911 -1.54219
C 2.52267 0.27692 3.34640
O 3.30598 0.90178 2.32946
C 3.81921 0.18621 1.37425
O 3.61184 -0.95584 1.14837
O 4.65685 0.92170 0.71246
C 5.16846 0.43068 -0.53516
H 1.98228 1.16301 3.67945
H 3.14439 -0.09803 4.15940
H 1.76454 -0.48058 3.14760
H 4.36333 0.23198 -1.24254
H 5.76890 -0.47712 -0.47609
H 5.90343 1.14459 -0.90700
C -4.80700 0.69827 4.93560
O -5.50544 1.92052 4.69171
C -6.71424 2.11385 5.17584
O -7.20192 1.43836 6.07553
O -7.24341 3.24560 4.66575
C -8.58831 3.68208 5.03880
H -4.70426 0.41436 5.98295
H -3.77631 0.76082 4.58648
H -5.41683 -0.09197 4.49772
H -8.94128 4.26190 4.18597
H -8.53406 4.20285 5.99482
H -9.34062 2.90552 5.17697
C -1.39031 -1.42299 -9.94015
O -1.35687 -1.28454 -8.54785
C -1.37672 -0.03540 -7.92135
O -1.30517 1.04172 -8.57382
O -1.41478 -0.18085 -6.62615
C -1.10135 0.92921 -5.75968
H -0.87122 -2.33452 -10.23635
H -1.03413 -0.46752 -10.32527
H -2.41028 -1.63337 -10.26187
H -0.59416 1.71627 -6.31771
H -0.35231 0.52368 -5.07954
H -1.93919 1.13156 -5.09248
C -1.85219 2.81147 3.72833
O -0.44114 3.01784 3.62799
C 0.28158 3.43163 4.75437
O -0.15968 3.57553 5.92440
O 1.57593 3.58817 4.33688
C 2.48172 4.13315 5.29766
H -2.29769 3.30707 2.86577
H -2.26676 3.31044 4.60427
H -2.13318 1.76031 3.79320
H 3.47092 3.98323 4.86509
H 2.44042 3.84902 6.34916
H 2.40193 5.21898 5.34959
C 0.24292 -2.19924 0.19730
O 0.04989 -0.94325 -0.46194
C -0.24496 0.01980 0.26109
O -0.41751 -0.02190 1.47650
O -0.51645 1.10936 -0.46463
C -1.42012 2.04750 0.02209
H -0.63175 -2.41682 0.81027
H 1.07376 -2.45101 0.85639
H 0.38889 -2.93526 -0.59330
H -2.39868 1.64210 -0.23517
H -1.33008 2.94721 -0.58662
H -1.29241 2.22330 1.09021
C -2.25503 -1.55981 -3.30238
O -2.90294 -0.24823 -3.37691
C -4.20589 -0.09325 -3.33983
O -4.99024 -1.04959 -3.31160
O -4.55807 1.14034 -3.27051
C -5.87185 1.57504 -2.86331
H -2.37282 -2.11984 -4.23007
H -2.57396 -2.19718 -2.47767
H -1.17162 -1.44090 -3.28849
H -5.70441 1.88093 -1.83060
H -6.70595 0.87369 -2.88569
H -6.17667 2.51495 -3.32348
C 0.33992 -6.34235 1.94822
O 1.74524 -6.21719 2.15103
C 2.24612 -6.25859 3.38931
O 1.60130 -6.41528 4.45791
O 3.62008 -6.02595 3.32156
C 4.12514 -5.02995 2.42479
H -0.30782 -5.65711 2.49500
H 0.00703 -7.26384 2.42586
H 0.08222 -6.20395 0.89819
H 3.89408 -5.52132 1.47966
H 5.14814 -4.66817 2.52810
H 3.65246 -4.06471 2.60642
C 2.94479 -2.24471 7.96995
O 1.56899 -1.78805 7.97521
C 1.16757 -0.82459 7.07049
O 1.93189 -0.25238 6.30884
O -0.24259 -0.56667 7.37010
C -0.80936 0.57496 6.96282
H 3.07633 -3.25324 8.36197
H 3.53667 -1.64634 8.66259
H 3.48645 -2.25653 7.02414
H -0.17947 1.03583 6.20193
H -0.81285 1.40371 7.67081
H -1.82738 0.33158 6.65869
C -0.53358 8.47081 -1.42665
O 0.35996 9.56807 -1.20886
C -0.14086 10.64112 -0.67359
O -1.33005 10.78568 -0.30445
O 0.85488 11.57425 -0.67707
C 0.47992 13.01624 -0.47999
H -1.35905 8.68642 -2.10504
H -0.76800 7.85208 -0.56044
H 0.23647 7.94938 -1.99518
H -0.10306 13.56582 -1.21905
H 1.37525 13.57893 -0.21567
H -0.18858 12.89090 0.37176
C -4.76967 -2.58440 1.71518
O -3.39056 -3.01467 1.93430
C -2.66155 -2.46361 2.98444
O -3.08954 -1.59441 3.76635
O -1.47222 -3.04933 2.93323
C -0.39283 -2.56601 3.67193
H -5.16483 -2.69744 2.72472
H -5.47739 -3.14040 1.10029
H -4.60031 -1.54479 1.43476
H 0.55391 -2.98479 3.33074
H -0.40337 -2.93122 4.69888
H -0.37468 -1.47866 3.59825
C -2.32015 -2.90118 6.85792
O -2.10685 -4.20221 6.36773
C -2.99762 -4.83551 5.52424
O -4.00594 -4.30423 5.14028
O -2.58130 -6.09334 5.34210
C -2.94246 -6.58344 4.08312
H -1.89452 -2.75040 7.84999
H -3.38185 -2.68965 6.98491
H -2.00154 -2.09279 6.19982
H -2.57139 -7.59863 3.94243
H -2.66090 -5.97858 3.22115
H -4.02494 -6.66094 4.18470
*
```

Output
energy relative to the best compared isomer or geometry (same formula, charge and spin) = 299.3 kJ/mol
highest occupied orbital energy = -10.142 eV
strongest force on any atom = 0.124 Eh/bohr
LUMO energy = 0.05 eV
gap between HOMO and LUMO = 10.195 eV
molar mass = 1791.48 g/mol


A cluster of 14 separate species, C60H126N14O14 in total in a non-equilibrium geometry, computed with ωB97M-V/def2-TZVPD.

Structure (ORCA input):
```
! RIJCOSX wB97M-V def2-TZVPD def2/J DEFGRID3
* xyz 4 1
C 0.79361 -7.30605 -2.53262
C -0.06633 -6.12950 -1.90002
N 0.44922 -5.74467 -0.66929
C -0.11478 -5.07471 0.35665
C 0.86237 -4.66670 1.21033
N 2.02335 -5.16261 0.65396
C 1.75560 -5.80336 -0.50728
C 3.43683 -4.91960 1.03688
H 1.05528 -8.08946 -1.87985
H 1.70143 -6.99365 -3.00649
H 0.21074 -7.78345 -3.27929
H -1.09217 -6.47910 -1.77709
H 0.00889 -5.33142 -2.66793
H -1.16871 -5.06800 0.49962
H 0.82381 -3.99587 2.04997
H 2.48151 -6.25342 -1.04575
H 3.89307 -5.80172 1.46527
H 3.43537 -4.00586 1.55006
H 3.99202 -4.73797 0.14549
C 0.78547 4.80203 -7.78516
C -0.74807 5.03061 -7.82580
N -1.14066 6.15602 -7.00041
C -0.96610 7.46635 -7.47623
C -1.63371 8.28022 -6.68958
N -2.13328 7.48401 -5.63458
C -1.80307 6.21712 -5.87614
C -2.98481 7.88520 -4.45559
H 1.12159 4.09629 -8.50868
H 1.14307 4.38906 -6.82729
H 1.33307 5.74878 -7.85852
H -1.34744 4.13249 -7.77264
H -1.05233 5.45158 -8.83573
H -0.45086 7.61664 -8.43011
H -1.75717 9.37908 -6.71219
H -1.92689 5.30939 -5.25880
H -2.41975 8.48012 -3.72961
H -3.23256 6.96199 -3.97861
H -3.94560 8.45939 -4.68738
C -3.92923 2.40067 1.50791
C -3.33466 1.99038 0.13439
N -2.09355 1.31355 0.24375
C -1.99767 0.20347 1.08214
C -0.67043 -0.11690 1.17474
N -0.02547 0.73956 0.34022
C -0.87849 1.60133 -0.20457
C 1.43812 0.48667 -0.08271
H -4.64702 3.25602 1.29934
H -3.21257 2.81968 2.23904
H -4.57406 1.65408 1.92673
H -3.28542 2.86875 -0.47086
H -4.01779 1.24854 -0.36048
H -2.91210 -0.18305 1.47218
H -0.11009 -0.94251 1.53506
H -0.55100 2.32514 -0.96911
H 1.73283 -0.34910 0.49491
H 2.00944 1.40281 0.07207
H 1.31226 0.26593 -1.15099
C 3.13268 3.54347 7.07658
C 2.27270 2.47675 6.50926
N 2.33766 1.24665 7.26919
C 2.80077 1.15708 8.59753
C 2.57259 -0.12024 8.99820
N 1.92518 -0.74632 7.93203
C 1.77424 0.11506 6.94322
C 1.45977 -2.15045 7.92767
H 4.10381 3.07059 7.27397
H 2.69617 3.81829 8.02535
H 3.30908 4.44879 6.48994
H 2.52749 2.14725 5.47765
H 1.20447 2.86938 6.54882
H 3.26801 2.04770 9.04456
H 2.68884 -0.69319 9.88483
H 1.27518 -0.08459 5.94733
H 0.82521 -2.39368 8.79701
H 2.28601 -2.86166 7.92543
H 0.96171 -2.24647 6.98783
C 0.53466 -1.80330 -2.26758
C -0.68205 -1.05364 -2.91046
N -1.25720 -1.74487 -4.13084
C -0.52555 -1.97255 -5.29650
C -1.34331 -2.73637 -6.12692
N -2.52178 -2.90888 -5.45078
C -2.47439 -2.29333 -4.27727
C -3.84142 -3.55643 -5.74677
H 0.45243 -1.82571 -1.19805
H 1.42035 -1.29991 -2.56122
H 0.63073 -2.82916 -2.60122
H -0.46732 -0.02564 -3.17954
H -1.48457 -1.03317 -2.19056
H 0.51491 -1.66895 -5.45050
H -1.04834 -3.07238 -7.12808
H -3.20287 -2.38408 -3.45793
H -3.62104 -4.56821 -6.03235
H -4.28177 -2.95482 -6.52306
H -4.41941 -3.57661 -4.81246
C -9.11857 -2.24631 -0.98715
N -8.26348 -1.48353 0.01304
C -8.94540 -0.22625 0.50129
C -8.19616 -2.36691 1.22488
C -6.87435 -1.32939 -0.47254
C -6.74621 -0.24257 -1.48258
O -7.63475 -0.60865 -2.52240
H -10.13579 -2.34247 -0.62240
H -8.74552 -3.24405 -1.04251
H -9.07431 -1.72563 -1.95949
H -8.34141 0.38689 1.23917
H -9.93491 -0.49620 0.97028
H -9.21023 0.30634 -0.45608
H -7.64565 -3.23618 0.92318
H -9.21573 -2.74205 1.34935
H -7.90471 -1.90626 2.13707
H -6.56735 -2.29645 -0.90142
H -6.25193 -1.10410 0.37723
H -5.64058 -0.20850 -1.75720
H -7.05470 0.71165 -1.04115
H -7.59265 0.02364 -3.17947
C 8.33314 -3.04406 1.03538
N 9.15758 -3.38018 -0.17029
C 8.89434 -4.87496 -0.51892
C 8.77600 -2.46429 -1.26776
C 10.59518 -3.14647 0.16429
C 11.60245 -3.41076 -0.94603
O 11.73889 -2.28496 -1.70852
H 8.48518 -3.70142 1.88356
H 7.28794 -3.01128 0.74907
H 8.71428 -2.06079 1.38975
H 9.16692 -5.58309 0.24451
H 9.42997 -5.26756 -1.38852
H 7.76252 -4.97613 -0.61605
H 8.92575 -1.51134 -0.78678
H 7.78143 -2.63902 -1.58738
H 9.50998 -2.61792 -2.05632
H 10.79527 -3.73633 1.09530
H 10.68797 -2.09704 0.51433
H 11.31460 -4.24685 -1.52245
H 12.56592 -3.75837 -0.50189
H 12.57193 -2.29214 -2.14889
C -3.22164 0.35543 4.56932
N -3.56321 -0.91373 5.31189
C -2.40811 -1.21253 6.21137
C -4.91052 -0.82555 6.09671
C -3.52335 -2.11411 4.40481
C -4.63420 -2.41949 3.43448
O -4.86236 -1.57156 2.39883
H -3.52529 1.15189 5.24968
H -3.69824 0.45445 3.69748
H -2.16033 0.35211 4.44878
H -2.28600 -0.36170 6.86736
H -1.60695 -1.29828 5.43703
H -2.69902 -2.09796 6.76020
H -4.92337 0.01257 6.73722
H -5.03896 -1.81140 6.53036
H -5.64938 -0.73316 5.35138
H -3.46625 -2.99847 5.06825
H -2.56995 -1.97196 3.93504
H -5.54407 -2.62308 3.93539
H -4.40779 -3.36787 2.99117
H -4.45126 -1.97689 1.51799
C 2.02448 4.52611 -1.57951
N 1.75579 5.90563 -1.01610
C 0.36160 5.90820 -0.46226
C 2.87098 6.02190 0.04974
C 1.87371 6.96594 -2.10832
C 3.17160 6.88485 -2.92647
O 4.20840 7.48708 -2.20651
H 3.06584 4.50988 -1.83272
H 1.38925 4.27209 -2.42503
H 1.81728 3.82137 -0.80859
H 0.39633 5.22152 0.39702
H -0.35784 5.50070 -1.14049
H 0.10582 6.93796 -0.20920
H 3.78424 6.17925 -0.50734
H 2.81546 5.18313 0.72186
H 2.72900 6.88927 0.64360
H 1.74671 8.02825 -1.71282
H 1.00766 6.78443 -2.75956
H 2.92845 7.46856 -3.82366
H 3.39928 5.84484 -3.19718
H 4.99014 7.58668 -2.76778
C 2.32604 -2.38390 4.09740
C 0.76024 -2.14023 3.97639
O 0.12488 -2.71846 3.09657
O 0.29250 -1.23998 4.75425
H 2.64002 -2.48134 3.06070
H 2.57250 -3.39980 4.61097
H 2.80292 -1.59095 4.64309
C 4.84580 -1.60182 -2.32470
C 4.58609 -2.61643 -1.22527
O 3.37978 -2.99851 -0.97145
O 5.57357 -3.05545 -0.55906
H 5.47792 -2.05852 -3.08225
H 5.46954 -0.76366 -1.85424
H 3.88899 -1.12526 -2.61858
C 1.03067 3.62340 3.53215
C 1.76802 3.13812 2.31223
O 1.31093 3.48713 1.20388
O 2.81578 2.50166 2.54109
H 0.86088 2.77902 4.18232
H 0.13726 4.18090 3.25344
H 1.62656 4.30142 4.09359
C -2.50918 2.15307 -4.23269
C -1.38237 3.03531 -3.65047
O -1.50633 4.30000 -3.92653
O -0.42878 2.47511 -3.07942
H -3.04141 2.63194 -4.98151
H -3.32360 1.99359 -3.44524
H -2.15233 1.16145 -4.46808
C -4.38640 -4.30186 0.08664
C -3.85395 -3.08150 -0.60692
O -3.64693 -3.20189 -1.79168
O -3.67648 -2.03171 0.13763
H -5.43663 -4.21604 0.29817
H -3.96483 -4.36680 1.13656
H -4.29721 -5.18308 -0.60749
*
```

Output
highest occupied orbital energy = -13.780 eV
strongest force on any atom = 0.102 Eh/bohr
LUMO energy = -6.03 eV
gap between HOMO and LUMO = 7.746 eV
molar mass = 1267.75 g/mol